Entry 1:
{
  "formula": "C6H37NO12",
  "method": "ωB97M-V with the def2-TZVPD basis set",
  "e_above_lowest_kcal_mol": 47.4,
  "smiles": "CCCC[C@H](N)CO.O.O.O.O.O.O.O.O.O.O.O",
  "symbols": ["O", "H", "H", "O", "N", "H", "O", "H", "H", "O", "H", "H", "H", "H", "H", "H", "H", "H", "H", "H", "C", "H", "H", "O", "O", "O", "H", "C", "H", "H", "H", "O", "H", "H", "C", "O", "H", "H", "C", "H", "H", "C", "O", "H", "O", "H", "H", "H", "H", "H", "H", "C", "H", "H", "H", "O"],
  "xyz": [[2.1062, -2.5602, 0.3727], [1.0189, -4.2422, 0.9411], [2.4525, 0.6584, 1.9541], [-0.6816, -2.6302, 1.4119], [0.2459, 0.2235, 0.4467], [-0.3145, 2.0703, 4.0942], [-0.8739, 0.8531, -2.7157], [-4.0047, -0.4960, -2.8721], [-1.8486, -2.8153, -1.5385], [2.5262, 0.7331, -1.5612], [2.2478, -2.8370, -0.5467], [3.9567, 2.5607, -2.3391], [0.8084, -0.6056, 0.5916], [-0.5563, -2.3970, 0.4888], [-0.4720, -1.8695, 1.9615], [-0.9160, -0.4648, 2.5434], [1.9113, 2.0529, 2.7697], [3.0157, -2.2819, 0.5524], [2.0931, -0.3376, -4.7116], [1.2871, -1.9697, -3.1668], [-0.2577, 0.3016, 2.9296], [-0.2371, 0.7705, -3.4150], [-2.7788, 0.3605, 1.5843], [3.4294, 3.3653, -2.3993], [2.1779, 2.3311, 0.7538], [-1.4181, -2.0056, -1.8119], [-0.7088, 0.1448, -2.0839], [-3.1515, 0.6207, 2.5848], [-0.7659, 3.1487, -1.4466], [2.5589, 3.0260, -2.1662], [-4.1377, 1.0395, 2.3975], [-0.7310, 2.7959, -0.5554], [0.8660, -0.2184, -5.6361], [0.3215, -2.1200, -2.1165], [1.7653, 1.5095, 1.8358], [1.2029, -1.6938, -2.2447], [-3.0638, 1.8937, 4.1530], [-2.9932, -0.3210, 3.1105], [0.3618, 1.0172, 1.6755], [-0.6684, 1.8333, -0.5911], [2.2133, 1.0943, -0.7136], [-1.0094, 1.2643, 3.8590], [-3.1006, -0.4379, -3.1817], [-0.7155, -0.0003, 0.2361], [1.4069, -0.8489, -5.1555], [-2.7045, 0.3638, -2.7937], [1.4542, -5.4265, -0.0271], [1.3865, 2.6587, 0.3165], [2.1148, -0.1284, -1.7146], [-2.1320, 2.6102, 2.7293], [0.5213, -0.2616, 3.4621], [-2.3809, 1.7314, 3.3223], [-2.0380, -1.5215, -2.4044], [-1.1887, 0.6619, 4.7545], [-0.3393, 1.8373, 1.5997], [0.7376, -5.0412, 0.4766]],
  "nbo_charge": [-0.960, 0.505, 0.168, -0.943, -0.892, 0.209, -0.976, 0.480, 0.493, -1.024, 0.491, 0.478, 0.390, 0.475, 0.467, 0.182, 0.177, 0.475, 0.483, 0.488, -0.404, 0.494, 0.186, -0.948, -0.728, -1.021, 0.493, -0.618, 0.486, 0.471, 0.221, -0.976, 0.477, 0.507, -0.069, -1.008, 0.211, 0.214, -0.097, 0.489, 0.495, -0.402, -0.959, 0.361, -0.956, 0.509, 0.462, 0.493, 0.495, 0.210, 0.205, -0.409, 0.514, 0.205, 0.201, -0.971]
}


Entry 2:
{
  "formula": "C6H37NO13",
  "method": "ωB97M-V with the def2-TZVPD basis set",
  "e_above_lowest_kcal_mol": 49.0,
  "symbols": ["N", "O", "O", "H", "H", "C", "H", "H", "H", "O", "O", "H", "C", "H", "H", "H", "H", "H", "O", "H", "H", "H", "H", "H", "O", "O", "H", "H", "H", "H", "C", "H", "H", "O", "H", "C", "H", "H", "H", "O", "O", "H", "C", "H", "H", "H", "O", "H", "H", "O", "C", "O", "H", "H", "H", "H", "H"],
  "xyz": [[1.8973, 2.2100, 1.7771], [1.3840, 0.3942, -2.2957], [4.3473, 0.2692, 0.3451], [-0.4889, -0.3206, 0.2288], [-0.1184, -0.5203, 4.5214], [0.0356, -0.1838, 2.4048], [1.5849, 2.9085, -1.4274], [3.8105, -0.2991, 0.9075], [0.6563, 0.9188, -1.9292], [-1.1039, -2.8445, -3.5768], [3.2721, -2.1673, -0.5785], [-3.2459, -1.0062, 2.2796], [-0.3346, 1.3127, 2.2486], [-3.9394, -0.0619, 1.3705], [-1.3765, 1.3698, 1.9267], [-1.7310, -0.4291, 3.6620], [-3.5072, 0.5966, -1.2559], [3.4340, 2.3495, 3.1861], [0.6661, -4.8138, -1.0522], [3.1174, -2.3978, -1.5042], [1.1082, -0.1849, 2.5602], [2.4105, 1.0261, 3.4830], [-1.4205, -1.3467, 1.2660], [0.1167, 4.6089, -0.7005], [-3.0907, -3.0666, 0.1581], [-0.7811, 4.8207, -0.4318], [-0.3534, 1.8696, 3.1927], [0.1966, -1.7707, 0.8879], [2.5516, 2.5238, 1.0817], [1.7841, 2.6317, 3.8340], [0.6203, 2.0132, 1.3313], [-3.0559, -3.9434, -0.2226], [0.3344, 0.3469, -4.8593], [0.1922, -0.4952, -4.4333], [2.0210, 1.1155, -2.4094], [-0.7028, -0.7671, 3.6321], [-3.4329, -2.4496, -0.4955], [0.7665, -0.6953, -3.6838], [4.0586, -2.7158, -0.4491], [-3.5372, -0.0870, 2.2450], [0.3563, 2.4103, 0.1978], [3.7250, 0.4169, -0.3737], [-0.4269, -0.9080, 1.1484], [-0.7744, -3.6085, -3.0896], [-0.3254, -2.5549, -4.0682], [-1.2080, 3.9979, -0.6966], [-2.5404, -0.3000, -2.9797], [-3.9227, 1.9002, -0.4845], [-0.2667, -5.0491, -1.0134], [1.5162, 3.1341, -2.3611], [2.3869, 2.0614, 3.1297], [-4.1537, 0.9858, -0.6578], [-2.7321, -1.1485, -3.3995], [0.7253, -4.0683, -0.4439], [-1.6109, -0.2140, -3.2448], [-0.5209, -1.8440, 3.5787], [1.6264, 4.0695, -2.4668]],
  "nbo_charge": [-0.616, -0.971, -0.939, 0.217, 0.204, -0.202, 0.491, 0.472, 0.492, -0.960, -0.941, 0.466, -0.519, 0.492, 0.261, 0.233, 0.503, 0.224, -0.941, 0.472, 0.193, 0.190, 0.219, 0.459, -0.955, -0.930, 0.225, 0.203, 0.403, 0.203, 0.714, 0.472, 0.492, -1.006, 0.488, -0.616, 0.485, 0.511, 0.470, -0.955, -0.710, 0.470, -0.622, 0.471, 0.486, 0.473, -0.984, 0.476, 0.463, -0.980, -0.419, -0.979, 0.487, 0.479, 0.494, 0.208, 0.482]
}


Entry 3:
{
  "formula": "C6H37NO13",
  "method": "ωB97M-V with the def2-TZVPD basis set",
  "e_above_lowest_kcal_mol": 130.8,
  "symbols": ["H", "N", "H", "C", "H", "H", "H", "H", "H", "H", "H", "H", "O", "H", "O", "O", "H", "C", "C", "O", "H", "H", "H", "C", "H", "H", "O", "H", "H", "H", "H", "H", "O", "H", "C", "H", "H", "H", "H", "H", "H", "H", "H", "H", "O", "H", "H", "O", "O", "O", "O", "H", "O", "H", "O", "C", "H"],
  "xyz": [[-0.5909, -3.2745, -3.7662], [0.2590, -2.0424, 2.3622], [-3.8291, -2.0652, -2.5500], [0.0252, -2.0412, -0.1966], [-2.0309, 0.7988, 2.7987], [0.7755, -0.0163, 2.4669], [3.6834, -1.2927, -1.3663], [4.2954, -0.7030, 0.7455], [0.6684, -2.6591, -2.9493], [-1.6115, 3.7071, -1.4428], [1.5126, -0.9333, 3.5540], [-3.7251, -0.0052, -0.0691], [-3.1787, -2.7926, -2.5048], [-3.5163, -1.3294, -0.7028], [-0.4867, 2.6097, 2.1950], [-1.4602, 3.2479, -0.6027], [1.8550, -0.5508, -2.3301], [1.2713, -1.0035, 2.4743], [-0.4912, -2.3174, 1.2192], [0.1130, -2.6274, -3.7321], [0.2849, 1.2243, -0.8433], [-0.1498, -2.9249, -0.8212], [2.3122, 2.5751, -2.7790], [-1.7279, -2.8030, 1.3476], [1.4511, 0.1714, -0.2758], [1.1840, 3.9082, -1.5178], [3.3221, 1.7992, 2.5183], [-3.8292, 1.5764, 1.3217], [1.0785, -1.9208, -0.2685], [0.1151, -2.5650, 3.2047], [1.4246, 1.4707, -3.2798], [4.0757, -2.2399, -2.2813], [-2.5631, 0.9858, 3.5827], [-1.9343, 0.6977, 4.2525], [0.6212, 0.1619, -1.0143], [-1.2680, -1.1125, -1.4886], [2.0471, -1.0704, 1.7102], [-1.2014, 3.1770, 2.4815], [-2.6439, 2.0236, 0.7312], [0.0115, 2.9542, 1.4540], [3.6273, 1.0772, 3.0841], [-2.0173, -3.0466, 2.3677], [-2.7259, -2.4284, -3.2861], [0.0638, 4.0783, -0.3654], [0.9770, 4.2656, -0.6487], [-0.9549, 2.4642, -0.8609], [-2.6972, -2.6736, 0.8287], [-3.0309, 1.1560, 0.9600], [3.2212, -1.8267, -2.0582], [1.1992, 0.1643, -2.2881], [3.9235, -0.1375, 0.0579], [-1.2310, -0.0531, -0.0963], [-4.1742, -0.6257, -0.6854], [2.9828, 2.4860, 3.0921], [1.7330, 2.3825, -3.5186], [-0.5861, -0.7074, -0.7286], [3.5412, 0.6267, 0.5081]],
  "nbo_charge": [0.477, -0.646, 0.479, -0.442, 0.490, 0.195, 0.498, 0.480, 0.484, 0.498, 0.211, 0.491, -0.937, 0.463, -0.970, -0.959, 0.510, -0.431, 0.218, -0.958, 0.118, 0.226, 0.449, -0.538, 0.180, 0.481, -0.958, 0.487, 0.206, 0.390, 0.499, 0.480, -0.952, 0.459, -0.036, 0.256, 0.188, 0.487, 0.497, 0.484, 0.473, 0.178, 0.462, 0.482, -0.992, 0.487, 0.223, -0.954, -0.977, -0.758, -0.971, 0.233, -0.982, 0.489, -0.975, -0.481, 0.512]
}


Entry 4:
{
  "formula": "C6H37NO14",
  "method": "ωB97M-V with the def2-TZVPD basis set",
  "e_above_lowest_kcal_mol": 99.8,
  "symbols": ["O", "H", "H", "H", "H", "H", "H", "H", "C", "H", "H", "H", "C", "O", "H", "H", "H", "H", "O", "H", "H", "H", "O", "H", "C", "N", "H", "H", "H", "O", "O", "H", "H", "H", "O", "H", "H", "H", "H", "H", "H", "O", "H", "H", "O", "O", "O", "H", "C", "H", "O", "H", "C", "O", "C", "H", "H", "O"],
  "xyz": [[0.9770, -1.8707, 3.3281], [4.3001, 0.8014, -2.0955], [0.3982, 4.4682, 0.7328], [2.5194, 3.3074, -0.1174], [-2.9294, 2.8068, -1.4625], [-3.4950, 0.2449, 2.1578], [2.7843, -1.1682, 1.6653], [-4.2034, -2.0048, -0.2564], [0.6308, -0.8632, -0.1658], [2.0521, 0.4886, -4.2309], [-0.3926, 0.7217, 0.8008], [1.6484, -1.0879, -0.6203], [0.3506, -3.1934, -0.5474], [-2.0857, 1.2593, -1.5236], [-2.6148, 0.4225, -1.3939], [-1.9760, -2.2477, -3.5617], [-1.0387, -2.0687, 0.4573], [0.5770, -1.1666, 2.7363], [3.7090, -1.4189, 1.5085], [4.9476, 1.0944, -0.6893], [1.8651, -3.5616, 2.4667], [3.2101, -3.6548, 1.8945], [-1.3106, -0.1171, -4.1621], [0.3742, 1.4584, 4.0989], [1.7884, 2.6300, 0.3040], [-0.1428, -1.9408, -0.0146], [-0.3833, 1.4568, 2.8776], [0.8491, 0.1580, -3.4300], [1.1175, -1.4294, 4.1670], [0.1981, 0.8510, 3.3653], [-3.5409, -1.2902, -0.3199], [-1.7813, -3.1641, -2.4225], [1.3182, -3.4460, -0.0004], [-1.8704, 0.5483, -3.7130], [2.4021, -4.1926, 1.9570], [-2.3723, 2.5586, 0.9851], [2.3536, 2.2573, 1.1957], [4.0587, -1.3580, 0.6241], [0.7696, 1.9377, -1.5280], [-1.7107, 0.1375, -5.0218], [-0.2214, -4.1426, -0.7124], [-2.5511, 2.0639, 1.7906], [-3.5703, -0.7828, 0.4691], [-1.2214, 0.9081, -1.1903], [-3.5268, -0.6963, 2.4333], [-0.1310, 2.9184, 1.7364], [-2.9160, 3.7916, -1.4196], [-2.7681, -0.5795, 3.0396], [0.2844, 0.4704, 0.0072], [2.1017, 0.8950, -0.7969], [-1.4574, -3.0468, -3.3546], [0.7920, -3.1457, -1.5700], [0.6150, 3.3492, 0.8765], [4.8002, 0.4050, -1.3822], [1.1665, 1.4805, -0.5857], [-2.3420, 4.1599, -2.0849], [-2.0383, 2.5681, 2.4360], [1.7999, 0.2766, -3.3265]],
  "nbo_charge": [-0.977, 0.483, 0.130, 0.226, 0.504, 0.491, 0.495, 0.487, 0.096, 0.467, 0.227, 0.210, -0.476, -1.015, 0.503, 0.476, 0.423, 0.499, -0.986, 0.474, 0.486, 0.479, -0.953, 0.470, -0.526, -0.610, 0.493, 0.492, 0.482, -0.971, -0.986, 0.460, 0.229, 0.485, -0.966, 0.498, 0.241, 0.494, 0.208, 0.469, 0.231, -0.971, 0.495, 0.505, -0.964, -0.625, -0.989, 0.478, -0.489, 0.239, -0.937, 0.210, 0.472, -0.952, -0.406, 0.467, 0.484, -0.958]
}


Entry 5:
{
  "formula": "C6H38N2O11",
  "method": "ωB97M-V with the def2-TZVPD basis set",
  "e_above_lowest_kcal_mol": 90.2,
  "smiles": "CC[C@@H](CNC)NC.O.O.O.O.O.O.O.O.O.O.O",
  "symbols": ["H", "H", "H", "H", "O", "C", "O", "H", "H", "H", "O", "H", "H", "N", "H", "O", "H", "C", "H", "H", "C", "O", "H", "H", "H", "H", "O", "H", "H", "H", "C", "H", "H", "O", "H", "H", "H", "O", "H", "H", "H", "O", "H", "O", "C", "H", "H", "H", "H", "H", "H", "H", "H", "C", "H", "O", "N"],
  "xyz": [[-3.1398, -1.0362, -0.0398], [-2.2419, 3.0002, -0.3424], [0.5799, 0.7804, -4.0642], [-2.1143, 3.5322, -3.1162], [-0.7859, 4.6051, -0.4654], [-0.5821, 1.3304, 2.6745], [2.9734, -2.5099, 3.2505], [-0.7713, -0.8427, 2.1159], [-2.7953, -1.3158, -1.6883], [0.9620, 1.2760, -2.6048], [0.4489, -2.9675, -1.5150], [-0.9026, 2.5839, -2.9856], [-3.0005, 4.1455, -0.9834], [1.2031, 1.6607, -0.6403], [2.4132, -2.2987, -0.6726], [0.4997, 1.5039, -3.4345], [3.2248, 1.0286, -0.9028], [-2.6590, -0.5515, -0.9000], [0.7712, 2.5093, -0.2522], [-0.2200, -2.9946, -0.8276], [-1.0142, 0.1458, 1.7721], [-0.6676, -1.6248, -4.4278], [-0.0516, 5.2209, -0.5607], [-1.9891, -3.6733, 3.0997], [2.7652, -1.9208, 3.9850], [-0.4506, 2.2422, 2.1023], [0.3339, -3.0459, 4.2696], [-1.8711, -2.9677, 1.6087], [-1.3839, 1.5499, 3.3759], [1.2921, 0.8363, 1.1819], [0.8339, 0.4827, 0.2583], [-1.1815, 1.4082, 0.0063], [2.8501, 2.7247, -1.4244], [-1.1539, 3.5288, -3.0618], [1.7011, -2.8154, 1.5387], [3.0562, 2.3539, 0.2549], [0.0688, -2.1432, 4.0484], [1.0278, -3.4325, 1.1999], [0.2048, -2.9759, 1.4392], [1.0413, -3.7153, -1.4051], [1.2728, -0.4573, -0.0796], [-1.5361, -3.5929, 2.2588], [-0.9663, 4.2692, -1.3823], [3.0787, -1.8738, -1.2460], [-0.7016, 0.4677, 0.2779], [0.1546, -3.4450, 3.3941], [-3.1751, 0.3920, -1.1242], [-2.1273, 0.2989, 1.7861], [3.5451, -1.5292, -0.4623], [3.8803, -2.3167, 2.9921], [-0.9346, -0.7787, -4.0571], [-0.5754, -0.5655, -1.3499], [0.0201, -2.0799, -3.9357], [2.6521, 1.9346, -0.6875], [0.2760, 1.0936, 3.3353], [-2.9095, 3.1851, -1.0075], [-1.2291, -0.6201, -0.5791]],
  "nbo_charge": [0.181, 0.477, 0.481, 0.477, -1.017, -0.629, -0.948, 0.195, 0.218, 0.506, -0.966, 0.508, 0.480, -0.666, 0.475, -0.989, 0.202, -0.436, 0.374, 0.488, -0.421, -0.966, 0.475, 0.507, 0.484, 0.213, -0.944, 0.495, 0.215, 0.184, -0.244, 0.171, 0.211, -0.973, 0.484, 0.165, 0.449, -0.959, 0.466, 0.482, 0.218, -0.986, 0.511, -0.924, -0.035, 0.489, 0.203, 0.202, 0.450, 0.470, 0.472, 0.371, 0.496, -0.432, 0.205, -0.955, -0.658]
}


no.,HOMO level (eV),E (hartree),maximum force (eV/Å)
1,-9.7,-1208.42012,2.14
2,-10.0,-1283.67998,2.19
3,-7.6,-1283.54955,3.36
4,-7.8,-1358.82329,4.30
5,-9.4,-1188.47841,4.14